Entry 1:
Here is a structure of composition C23H22AuBrN6O2Se from the OMol25 dataset. Energies are from ωB97M-V/def2-TZVPD.

The geometry in ORCA input format:
```
! wB97M-V def2-TZVPD RIJCOSX def2/J DEFGRID3
* xyz 2 1
Au 0.018 -0.610 -0.300
Br 1.609 -7.452 1.566
Se 4.633 5.309 0.783
O -0.172 -2.599 -2.304
O 0.305 -2.561 -0.128
N 2.935 5.173 0.300
N 1.947 -0.218 0.239
N -2.673 -1.978 -0.040
N -0.043 1.441 -0.399
N 4.857 3.558 0.922
N -1.921 -1.076 -0.842
C 0.784 -6.713 -2.426
C 2.872 -1.122 0.542
C 4.160 -0.728 0.895
C 0.867 -5.254 -0.056
C -1.065 2.223 -0.741
C -0.952 3.606 -0.773
C 0.201 -3.199 -1.312
C 1.332 3.383 -0.088
C 3.713 3.001 0.617
C -3.173 -1.432 1.248
C 1.119 -7.339 -1.233
C 0.250 4.194 -0.442
C 2.647 3.897 0.271
C 1.158 -6.605 -0.055
C -3.910 -2.610 1.880
C 2.232 1.104 0.269
C 1.151 2.005 -0.078
C 3.495 1.561 0.612
C -4.146 -0.296 0.952
C 0.486 -5.362 -2.448
C 0.529 -4.635 -1.260
C -2.048 -0.961 2.173
C 4.476 0.613 0.931
H 2.569 -2.160 0.499
H 4.893 -1.484 1.136
H 0.377 5.269 -0.455
H -2.103 -2.804 0.120
H -3.652 0.586 0.527
H -2.460 -0.727 3.155
H 0.756 -7.288 -3.341
H -3.224 -3.433 2.093
H 1.351 -8.395 -1.216
H -1.809 4.198 -1.059
H -4.697 -2.972 1.220
H -1.573 -0.040 1.817
H 5.468 0.951 1.200
H -4.360 -2.301 2.822
H -2.508 -0.253 -0.963
H -1.999 1.747 -1.002
H -1.790 -1.526 -1.757
H 0.896 -4.695 0.868
H 0.222 -4.863 -3.370
H -4.933 -0.623 0.273
H -4.607 0.042 1.878
H -1.289 -1.737 2.307
*
```

Results
- HOMO-LUMO gap: 0.21792 hartree
- Highest occupied orbital energy: -13.52 eV
- Energy relative to the best compared isomer or geometry (same formula, charge and spin): 0.0 kJ/mol

Atom charges from the natural (NBO) analysis, given in e for atoms 1 to 6: 1.397 0.113 1.102 -0.658 -0.734 -0.595



Entry 2:
Here is a structure of composition C23H22AuN4O4S2 from the OMol25 dataset. Energies are from ωB97M-V/def2-TZVPD.

The geometry in ORCA input format:
```
! wB97M-V def2-TZVPD RIJCOSX def2/J DEFGRID3
* xyz 1 1
Au -0.484 0.620 -0.160
S -2.112 2.263 -0.305
S -0.594 0.673 2.658
O -4.512 -5.568 -3.761
O -3.729 -5.853 -1.607
O -1.261 -0.395 -2.156
O -1.609 -1.334 -0.199
N 0.307 3.568 -0.113
N -1.538 4.823 -0.461
N 1.407 -0.256 0.065
N 0.796 2.314 -0.025
C 2.986 -2.012 -0.087
C -3.862 -4.445 -3.358
C 4.307 3.790 2.788
C -3.394 -4.611 -2.067
C -0.979 3.616 -0.298
C -2.943 -2.275 -3.426
C -2.707 -3.629 -1.418
C 4.586 4.970 2.111
C -4.437 -6.498 -2.671
C 3.168 4.275 0.296
C 1.686 -1.543 -0.139
C 4.020 5.207 0.865
C -2.483 -2.436 -2.130
C 2.895 3.085 0.966
C 2.381 0.644 0.312
C 3.471 2.846 2.214
C -0.271 -1.086 2.910
C -2.382 0.676 2.904
C -1.749 -1.329 -1.483
C 3.698 0.231 0.381
C 1.981 2.066 0.408
C -3.657 -3.290 -4.068
C 4.001 -1.109 0.179
H 4.242 6.125 0.336
H -3.897 -7.387 -2.988
H 4.738 3.605 3.763
H 5.247 5.704 2.554
H 0.841 -2.191 -0.338
H -0.877 -1.672 2.218
H -0.955 5.640 -0.413
H 0.786 -1.256 2.712
H -2.355 -3.757 -0.403
H 3.247 1.928 2.747
H -2.530 4.923 -0.580
H 2.729 4.460 -0.675
H -5.441 -6.755 -2.342
H 4.475 0.957 0.573
H -4.029 -3.181 -5.079
H -2.825 -0.147 2.343
H -2.762 1.622 2.527
H -0.490 -1.357 3.941
H -2.608 0.586 3.965
H 5.030 -1.440 0.216
H -2.741 -1.344 -3.936
H 3.189 -3.059 -0.265
*
```

Results
- HOMO-LUMO gap (spin up / spin down): 0.19386 / 0.19393 hartree
- Highest occupied orbital energy (spin up / spin down): -10.21 / -10.21 eV
- Energy relative to the best compared isomer or geometry (same formula, charge and spin): 91.8 kJ/mol

Atom charges from the natural (NBO) analysis, given in e for atoms 1 to 6: 1.295 -0.052 0.180 -0.466 -0.488 -0.708